Computed, not measured: a cluster of 2 separate species, C30H41F4N4O8P in total, with the ωB97M-V functional and the def2-TZVPD basis.

XYZ file:
```
88
Properties=species:S:1:pos:R:3:forces:R:3
C -1.349 5.017 1.374 1.2 -8.0 -1.6
C -0.942 3.804 1.012 -3.5 7.1 4.0
N -0.669 2.317 0.769 0.1 5.2 0.5
C -0.393 2.568 -0.726 -1.6 0.9 -4.9
O 0.918 2.974 -1.117 0.2 -0.7 -1.2
C 1.042 3.206 -2.513 -0.8 0.3 -3.8
C 2.577 3.266 -3.088 0.1 -1.2 1.9
O 0.117 3.324 -3.381 3.0 -0.7 4.8
C -1.866 1.358 0.990 -3.5 -0.9 0.6
C -2.744 1.641 2.363 -0.8 -1.1 2.0
O -3.435 2.917 2.415 3.7 0.9 -1.8
O -4.647 2.731 2.997 -3.2 -0.9 1.5
C -3.193 1.583 0.024 -2.6 -0.5 -2.4
C -4.274 0.446 -0.123 -1.6 2.4 -2.0
C -5.600 0.702 -1.011 5.3 4.5 1.3
C -5.546 2.162 -1.587 0.0 -1.2 0.5
C -4.451 3.229 -1.328 -1.2 -4.2 0.9
N -3.363 2.878 -0.540 -1.1 -2.2 -0.3
C -1.119 -0.143 0.992 -0.2 -0.5 0.3
C -1.221 -1.067 -0.305 0.3 0.3 -1.8
C -2.351 -2.102 -0.692 -0.9 -2.0 -1.4
C -1.661 -3.234 -1.681 -1.1 0.3 0.0
O -0.952 -2.486 -2.711 0.7 -1.1 0.4
C -1.655 -1.175 2.151 -0.8 -2.0 3.0
F -3.069 -1.417 2.214 2.8 1.1 -0.8
F -1.175 -2.556 2.002 -0.5 3.7 0.0
F -1.365 -0.848 3.516 -0.4 -0.4 -3.3
C 0.515 0.284 1.167 -1.0 -1.1 0.5
N 1.096 -0.681 2.124 0.1 0.1 -0.1
C 2.422 -0.562 2.716 2.3 -1.3 3.0
C 3.119 -2.049 2.952 1.5 0.7 0.0
C 4.746 -1.865 2.784 0.1 0.4 -0.4
P 1.802 0.024 -0.247 1.7 0.2 -1.9
C 2.455 -1.802 -0.363 -0.1 -1.0 0.1
O 1.152 0.129 -1.867 0.7 -0.6 0.6
C 0.506 1.883 1.657 2.6 -2.2 1.1
C 1.896 2.749 1.570 6.2 7.4 -1.6
O 3.082 2.355 1.278 -4.6 -1.8 0.8
O 1.926 4.172 1.821 -3.2 -6.3 -0.7
C 0.446 2.026 3.277 -0.7 0.8 2.9
C -0.234 3.292 3.975 -0.3 1.1 1.1
F 1.804 2.171 3.889 -2.1 -0.9 -1.7
H -2.021 5.849 1.831 2.0 -1.8 -1.3
H -0.779 1.720 -1.405 0.9 0.7 1.5
H -1.007 3.495 -1.116 0.4 -2.2 1.5
H 2.666 2.537 -3.989 -0.5 1.6 1.4
H 2.919 4.334 -3.337 -0.8 -1.7 0.4
H 3.267 2.809 -2.260 -1.2 1.1 -1.4
H -2.169 1.495 3.337 -0.4 0.3 -1.4
H -3.654 0.907 2.449 2.2 0.8 -0.7
H -4.982 3.602 3.327 1.1 -0.7 -0.6
H -4.270 -0.596 0.339 0.6 1.9 -0.4
H -6.422 -0.081 -1.171 1.5 1.5 0.2
H -6.429 2.464 -2.279 1.7 -0.5 1.3
H -4.561 4.288 -1.802 0.5 -2.2 1.1
H -0.275 -1.758 -0.280 -1.5 1.8 -0.2
H -1.217 -0.353 -1.231 0.7 -1.5 1.7
H -3.221 -1.709 -1.369 1.8 -0.2 1.5
H -2.847 -2.734 0.126 0.8 1.2 -0.9
H -2.505 -3.824 -2.227 1.3 0.9 1.2
H -1.018 -3.992 -1.099 -0.7 1.3 -0.8
H -0.185 -2.992 -3.073 -1.1 0.4 0.7
H 1.019 -1.673 1.868 -0.6 0.9 -0.4
H 3.251 0.031 2.205 -1.8 -0.2 0.4
H 2.295 -0.231 3.835 0.4 0.1 -2.3
H 2.804 -2.830 2.176 0.1 1.0 1.2
H 2.968 -2.428 4.033 -0.2 0.5 -1.9
H 5.010 -1.235 1.834 -0.6 -1.1 1.7
H 5.220 -1.293 3.672 -1.0 -1.0 -1.4
H 5.303 -2.866 2.668 -1.0 1.4 0.3
H 2.702 -2.102 -1.460 -0.6 0.8 1.7
H 3.478 -1.875 0.200 -2.1 0.2 -0.8
H 1.703 -2.578 0.027 1.3 0.8 -0.5
H 1.847 -0.272 -2.450 -1.0 0.6 0.8
H 0.051 1.099 3.832 0.6 1.2 -1.5
H -0.215 3.090 5.129 0.0 0.0 -2.2
H -1.324 3.525 3.714 1.5 -0.6 0.1
H 0.352 4.296 3.852 -0.8 -2.3 -0.3
C 3.872 -5.445 -4.471 0.1 0.3 0.1
C 2.861 -6.324 -4.931 -0.3 0.0 -0.1
C 1.781 -5.554 -5.290 -0.1 -0.1 0.0
N 2.101 -4.242 -5.059 0.0 0.0 0.0
C 3.377 -4.166 -4.564 0.1 0.0 0.1
H 4.855 -5.717 -4.111 -0.1 0.1 -0.1
H 2.917 -7.401 -4.993 0.0 0.1 0.0
H 0.814 -5.826 -5.688 0.1 0.0 0.0
H 1.494 -3.455 -5.227 0.2 -0.2 -0.1
H 3.820 -3.212 -4.321 0.0 -0.1 0.0
```
Positions in Å, forces in eV/Å.

lowest unoccupied orbital energy = -0.4 eV
maximum force = 9.787 eV Å⁻¹
spin multiplicity = 1

Computed, not measured: the molecule C30H41N2O6P, with the ωB97M-V functional and the def2-TZVPD basis.

XYZ file:
```
80
Properties=species:S:1:pos:R:3:forces:R:3
C -1.264 -3.804 -0.314 0.1 -0.9 0.0
C -1.716 -2.526 0.385 -0.2 -0.2 -0.1
O -0.641 -1.565 0.365 0.4 -0.7 0.7
C 0.405 -2.004 1.088 -0.2 -2.0 1.2
O 0.345 -2.956 1.851 -0.6 0.6 -0.7
C 1.651 -1.218 0.942 -1.9 -1.3 -0.4
C 1.492 -0.372 -0.587 3.2 0.7 3.4
C 0.452 0.434 -1.186 -2.5 1.3 0.8
C -0.432 1.233 -0.478 1.8 -1.9 -1.5
N -1.518 1.797 -1.073 -0.9 0.4 -0.4
C -2.485 2.570 -0.308 0.7 0.0 -0.2
C -3.048 1.822 0.903 -0.3 -0.3 0.2
C -4.042 2.657 1.691 0.7 0.2 0.5
C -5.309 2.169 2.009 0.0 0.1 -0.6
C -6.250 3.002 2.611 0.5 0.3 0.4
C -5.881 4.305 3.002 -0.2 -0.8 -0.6
C -4.590 4.760 2.745 0.2 0.1 0.4
C -3.647 3.929 2.143 -0.7 -0.3 -0.3
C -3.524 2.911 -1.350 -1.3 0.7 -0.2
O -4.554 3.564 -1.181 1.2 -0.7 -0.1
N -3.141 2.359 -2.532 -0.4 0.4 0.2
C -3.873 2.579 -3.757 0.1 0.0 -0.2
C -1.856 1.699 -2.531 0.6 -0.3 1.1
C -2.011 0.240 -2.998 -0.2 -0.2 -0.2
C -0.847 2.476 -3.387 -0.2 0.1 -0.2
C 2.525 -0.795 -1.581 0.1 0.3 -0.2
C 3.876 -0.522 -1.334 -0.3 -0.6 -0.8
C 4.852 -1.027 -2.186 -1.1 0.0 -0.4
C 4.487 -1.668 -3.371 -0.3 -0.6 -0.2
C 3.134 -1.829 -3.706 -0.7 0.1 0.5
C 2.132 -1.398 -2.796 0.7 -0.7 -0.2
P 3.174 -2.215 1.295 0.4 -1.4 0.3
O 3.530 -3.186 0.240 -0.3 0.6 0.7
O 4.387 -1.197 1.610 -0.9 0.7 0.5
C 4.457 -0.006 2.505 -0.6 -0.4 -0.4
C 5.910 0.429 2.528 0.2 -0.2 0.3
O 2.868 -2.852 2.750 -0.1 -0.2 -0.3
C 2.659 -4.312 3.042 0.0 0.5 -0.5
C 3.993 -4.825 3.573 -0.3 0.3 0.2
H -2.140 -4.332 -0.735 0.4 0.3 0.1
H -0.505 -3.637 -1.130 -0.8 0.0 0.8
H -0.814 -4.465 0.459 -0.2 0.3 -0.8
H -1.965 -2.771 1.441 -0.1 0.4 -0.8
H -2.542 -2.030 -0.152 0.3 -0.2 0.4
H 1.579 -0.657 1.921 0.2 0.7 -1.2
H 1.837 0.218 0.283 1.5 2.4 -2.1
H 0.447 0.401 -2.287 -0.2 0.0 1.0
H -0.338 1.327 0.624 -0.2 -0.1 -0.9
H -1.998 3.496 0.022 -0.3 0.1 0.1
H -3.548 0.902 0.556 0.2 0.2 0.1
H -2.203 1.509 1.542 -0.4 0.1 -0.2
H -5.559 1.146 1.689 -0.1 0.6 0.2
H -7.250 2.620 2.799 0.1 0.2 0.0
H -6.627 4.947 3.461 0.2 0.0 0.0
H -4.305 5.775 3.044 -0.1 -0.4 -0.1
H -2.631 4.280 1.954 -0.3 0.0 0.1
H -4.854 3.001 -3.538 0.2 -0.1 0.2
H -3.331 3.270 -4.415 -0.1 -0.1 0.0
H -3.995 1.627 -4.277 -0.1 0.1 -0.1
H -2.915 -0.206 -2.559 0.2 0.2 -0.1
H -2.102 0.211 -4.094 0.0 0.0 0.3
H -1.156 -0.382 -2.717 -0.4 0.2 -0.1
H -0.993 3.552 -3.237 0.1 -0.2 0.1
H 0.189 2.216 -3.153 -0.3 0.0 0.0
H -1.037 2.254 -4.445 0.2 0.1 0.1
H 4.152 0.032 -0.450 0.0 -0.1 0.0
H 5.865 -0.947 -1.892 0.9 0.1 0.0
H 5.234 -2.154 -4.014 -0.2 0.5 0.3
H 2.826 -2.352 -4.639 0.4 0.5 0.8
H 1.065 -1.643 -3.015 1.0 0.4 0.3
H 4.108 -0.289 3.526 0.1 0.2 -0.8
H 3.829 0.840 2.110 0.3 -1.0 0.1
H 5.994 1.470 2.861 0.0 -0.2 0.0
H 6.464 -0.213 3.220 0.0 0.2 -0.1
H 6.390 0.342 1.548 -0.3 0.0 0.1
H 1.862 -4.409 3.820 0.5 0.5 -0.9
H 2.337 -4.835 2.117 0.2 0.5 0.5
H 4.086 -5.914 3.488 -0.1 0.3 0.0
H 4.788 -4.331 3.009 0.0 -0.3 0.1
H 4.058 -4.530 4.630 0.3 -0.2 -0.3
```
Positions in Å, forces in eV/Å.

ΔE to the lowest compared entry with this formula, charge and spin = 1.0640 eV
lowest unoccupied orbital energy = 0.4 eV
maximum force = 4.726 eV Å⁻¹
spin multiplicity = 1

Computed, not measured: a cluster of 8 separate species, C30H41N7OS in total, with the ωB97M-V functional and the def2-TZVPD basis.

XYZ file:
```
80
Properties=species:S:1:pos:R:3:forces:R:3
C -6.723 5.039 -2.858 -1.1 0.8 -0.3
S -7.287 6.852 -2.685 -0.5 -0.9 -0.3
O -8.807 6.794 -2.651 1.9 0.0 -0.3
C -6.756 7.520 -4.340 -0.7 -0.1 0.4
H -7.521 4.623 -3.473 0.1 0.0 -0.3
H -6.828 4.542 -1.894 0.3 0.4 0.1
H -5.751 4.868 -3.321 0.0 0.3 0.2
H -7.260 7.053 -5.186 0.1 -0.4 0.2
H -5.673 7.523 -4.463 -0.1 -0.2 0.2
H -7.121 8.547 -4.330 0.1 0.1 0.2
N 8.173 -2.151 -1.422 -0.6 -1.1 -1.3
C 7.334 -2.352 -0.347 0.6 0.5 -0.3
C 7.999 -1.850 0.750 -1.6 -0.1 -0.7
C 9.184 -1.326 0.265 2.5 0.5 0.7
C 9.386 -1.598 -1.090 -1.8 0.2 1.9
H 7.883 -2.375 -2.363 0.2 -0.1 0.2
H 6.341 -2.759 -0.465 0.2 0.0 -0.1
H 7.593 -1.752 1.746 0.2 -0.1 -0.1
H 9.824 -0.837 0.985 0.6 0.0 -0.5
H 10.225 -1.505 -1.764 -0.3 0.2 0.1
N 7.207 0.690 8.856 0.0 1.9 -1.7
C 5.911 0.327 8.608 -0.7 -0.2 -0.4
C 5.474 0.844 7.385 0.7 -0.9 1.6
C 6.565 1.581 6.858 -0.1 0.0 0.8
C 7.570 1.566 7.809 -0.2 -0.7 -0.6
H 7.809 0.452 9.632 -0.5 0.1 -0.1
H 5.346 -0.252 9.324 0.2 -0.1 -0.1
H 4.483 0.638 7.008 0.2 0.2 -0.2
H 6.582 2.052 5.886 0.2 0.2 0.2
H 8.487 2.127 7.704 0.2 -0.5 0.5
N -1.449 -1.332 1.615 0.6 0.8 1.5
C -0.153 -0.877 1.534 0.8 -1.4 0.2
C 0.022 -0.283 0.327 0.2 0.2 -1.0
C -1.217 -0.284 -0.332 -2.0 -0.1 1.2
C -2.155 -0.800 0.604 0.6 -0.3 -2.9
H -1.792 -1.952 2.335 -0.1 0.5 0.0
H 0.647 -1.202 2.183 -0.4 0.0 0.3
H 0.953 0.041 -0.113 0.0 0.1 0.3
H -1.473 0.005 -1.341 0.1 0.4 0.2
H -3.223 -0.907 0.489 0.1 -0.2 0.1
N -3.547 -6.466 -1.750 -2.2 -1.7 -1.8
C -4.845 -6.647 -1.253 0.3 -0.4 -0.7
C -5.510 -7.639 -2.025 1.1 0.9 0.0
C -4.624 -8.097 -3.065 2.1 3.3 1.8
C -3.478 -7.257 -2.881 0.1 -1.7 -0.3
H -2.818 -5.816 -1.494 -0.5 -0.1 0.2
H -5.107 -5.931 -0.488 -0.6 -0.5 0.1
H -6.542 -7.956 -2.012 0.0 0.2 0.7
H -4.722 -8.825 -3.857 -0.2 0.1 0.2
H -2.547 -7.279 -3.427 0.0 -0.1 -0.1
N -3.339 -1.934 -6.552 -0.8 -0.3 1.4
C -4.150 -0.855 -6.401 0.4 0.4 -0.1
C -3.678 0.060 -7.310 -1.2 1.9 -0.5
C -2.613 -0.412 -8.080 0.2 -3.3 2.3
C -2.405 -1.714 -7.469 1.3 1.2 -2.4
H -3.442 -2.737 -5.948 0.4 0.0 -0.4
H -4.841 -0.806 -5.573 -0.1 0.1 -0.4
H -4.091 1.041 -7.494 -0.2 0.0 0.3
H -2.103 0.093 -8.887 0.1 -0.3 0.2
H -1.678 -2.498 -7.621 0.1 0.2 -0.4
N -3.658 -3.969 6.741 0.2 0.4 0.4
C -3.828 -2.638 7.090 -0.4 -0.8 0.6
C -5.111 -2.294 6.736 1.3 1.6 0.5
C -5.687 -3.347 6.069 -0.5 -2.8 -0.3
C -4.792 -4.435 6.149 -0.5 1.3 -0.6
H -2.870 -4.564 6.953 -0.1 0.4 0.0
H -3.211 -2.083 7.781 0.4 -0.3 -0.3
H -5.475 -1.310 6.991 -0.4 -0.1 -0.3
H -6.687 -3.431 5.671 0.1 0.1 0.0
H -4.806 -5.429 5.727 -0.2 0.1 0.1
N 5.054 7.847 -1.692 1.0 1.5 0.1
C 6.040 7.064 -1.195 -0.7 -0.5 1.6
C 5.848 5.789 -1.709 1.7 0.9 0.1
C 4.919 5.917 -2.757 -0.8 0.3 0.3
C 4.459 7.230 -2.702 -1.7 -1.5 -1.2
H 4.854 8.788 -1.386 0.2 -0.2 -0.2
H 6.590 7.490 -0.369 0.3 -0.5 0.0
H 6.468 4.959 -1.406 -0.2 -0.1 -0.3
H 4.523 5.104 -3.348 0.1 0.3 -0.2
H 3.638 7.699 -3.224 0.1 -0.1 -0.1
```
Positions in Å, forces in eV/Å.

ΔE to the lowest compared entry with this formula, charge and spin = 3.8716 eV
lowest unoccupied orbital energy = 0.2 eV
maximum force = 4.262 eV Å⁻¹
spin multiplicity = 1

no.,Kohn-Sham gap (eV),HOMO (eV)
1,6.39,-6.80
2,7.31,-6.93
3,8.34,-8.11